No. 1
23
Properties=species:S:1:pos:R:3:forces:R:3:nbo_charge:R:1 method="wB97M-V/def2-TZVPD" e_tot_ha=-575.29047 total_charge=-1 relative_energy_kcal_mol=42.64 homo_ha=-0.133
C 1.519415 -3.728656 -0.428390 -2.50 -1.33 -1.22 -0.6257
C 0.142543 -0.324747 1.779414 -0.52 -0.66 -1.72 0.2921
C 1.006708 -1.290311 2.333312 -1.15 1.30 1.67 -0.2856
C -0.331860 -0.527379 0.486916 -0.13 -0.82 0.09 -0.2153
C 1.305456 -2.443605 1.686588 -0.10 -0.33 -3.02 -0.2144
C 0.109444 -1.623258 -0.265880 0.38 0.72 0.30 -0.2014
C 0.940929 -2.561068 0.292738 0.63 0.06 1.53 -0.0488
O -0.347852 0.814325 2.333445 0.11 0.34 0.96 -0.6601
H -0.319700 0.853198 3.297932 0.29 -0.31 -0.22 0.4717
H 1.240025 -1.140626 3.379602 0.39 -0.11 0.16 0.1944
H -1.144309 0.064861 0.088356 0.41 0.54 -0.01 0.2390
H 1.897688 -3.266798 2.064178 0.09 0.26 0.51 0.2002
H -0.116962 -1.636364 -1.320555 -0.26 -0.23 -0.12 0.2203
H 2.544489 -3.850817 -0.211068 1.29 -0.06 -0.26 0.2106
H 1.232680 -3.843310 -1.525655 0.81 0.74 1.23 0.2167
H 1.011858 -4.618933 -0.019749 0.29 -0.04 0.11 0.2037
C -2.285881 2.453392 -2.368260 0.95 -1.47 -0.37 -0.7518
C -0.860439 2.843423 -1.861898 0.31 0.15 0.20 0.7554
O 0.054728 2.154759 -2.366341 0.06 -0.24 -0.21 -0.8013
O -0.722649 3.785255 -1.051444 -0.59 0.02 -0.02 -0.7857
H -3.088230 2.433510 -1.651770 -0.52 1.24 0.25 0.1898
H -2.230293 1.379638 -2.579558 0.30 -0.06 -0.32 0.1928
H -2.432027 2.905527 -3.356500 -0.53 0.31 0.48 0.2034

---

No. 2
16
Properties=species:S:1:pos:R:3:forces:R:3:nbo_charge:R:1 method="wB97M-V/def2-TZVPD" e_tot_ha=-685.90086 smiles=[O-]CNCCC[S-] total_charge=-2 relative_energy_kcal_mol=11.03 homo_ha=0.005
C -0.066709 0.383523 0.001038 -0.84 -0.17 -0.85 -0.2102
N -1.136016 -0.326399 -0.731219 -0.08 0.89 0.62 -0.7084
C -2.014580 0.462404 -1.722053 -0.37 -0.64 1.49 0.1675
O -1.834917 0.154344 -2.977175 0.21 0.13 -0.77 -0.9467
C 0.664744 -0.634073 0.899637 -0.59 0.60 -0.86 -0.4162
C 2.015010 -0.109040 1.352302 -0.55 -1.20 1.87 -0.5099
S 2.505970 -0.725730 3.056239 -0.06 0.18 -0.09 -0.8160
H -0.491393 1.225661 0.562055 -0.31 -0.39 0.46 0.1589
H 0.580396 0.965993 -0.686754 0.52 -0.60 -0.08 0.1358
H -0.738551 -1.101920 -1.243063 0.09 0.11 -0.31 0.3387
H -1.875342 1.556137 -1.411630 0.08 -0.36 -0.20 0.0301
H -3.049177 0.171270 -1.315114 0.21 0.46 -0.36 0.0282
H 0.693282 -1.549983 0.283419 0.50 0.10 0.39 0.1753
H 0.030846 -0.879712 1.751709 -0.01 0.11 0.05 0.2051
H 1.937408 0.973523 1.418713 0.57 0.09 -0.44 0.1784
H 2.779029 -0.566000 0.761897 0.62 0.68 -0.93 0.1893

---

No. 3
7
Properties=species:S:1:pos:R:3:forces:R:3:nbo_charge:R:1 method="wB97M-V/def2-TZVPD" e_tot_ha=-3161.96892 total_charge=-1 relative_energy_kcal_mol=35.00 homo_ha=-0.141
C -0.168641 -0.349718 0.067660 -0.19 -0.25 2.31 -0.2893
O -1.915500 -1.923147 -0.979278 -0.46 -1.16 -0.79 -0.9844
O -0.189909 -1.417924 0.993517 0.41 -1.85 -0.63 -0.7893
S -1.844170 -1.145331 0.240477 3.52 0.04 0.46 1.3646
Br -3.711323 0.304136 0.023959 -2.07 1.77 -0.51 -0.6389
H 0.082510 0.435396 0.787127 -0.13 1.22 -1.34 0.1680
H 0.484382 -0.496826 -0.834302 -1.08 0.23 0.50 0.1693